Record 1
Here is 4 unconnected molecules or ions with the total composition C2H12N2O3 in a non-equilibrium geometry from the Open Molecules 2025 dataset. Energies are from the ωB97M-V functional and the def2-TZVPD basis.

Each line ends with the Löwdin charge.
CARTESIAN COORDINATES (ANGSTROEM)
C -0.288 -0.869 -0.689  -0.1546
N -0.991 -3.428 0.042  0.0681
C -1.492 -2.281 0.696  -0.3130
N -1.204 -1.084 0.425  -0.0437
H 0.571 -1.543 -0.591  0.0740
H 0.007 0.165 -0.666  0.0618
H -0.783 -1.138 -1.631  0.0770
H -0.996 -3.309 -0.966  0.0761
H -1.474 -4.261 0.332  0.0730
H -2.143 -2.508 1.534  0.1070
H 5.489 0.493 0.607  0.0311
H 4.171 -0.056 0.020  0.0363
O 4.532 0.594 0.643  -0.0677
H 2.245 4.176 1.247  0.0345
H 0.779 3.783 1.060  0.0273
O 1.426 4.451 0.817  -0.0627
H -2.902 2.091 -0.938  0.0348
H -2.582 0.657 -1.378  0.0009
O -2.988 1.477 -1.674  -0.0603

As for the energy above the lowest of the compared OMol25 structures with the same formula, charge and spin: 96.60 kJ/mol. The calculation puts the HOMO-LUMO gap at 10.24 eV. As for the HOMO energy: -0.3576 Ha. The net charge is 0. Its SMILES is C/N=C\N.O.O.O.

Record 2
Here is 4 unconnected molecules or ions with the total composition C2H12N2O3 in a non-equilibrium geometry from the Open Molecules 2025 dataset. Energies are from the ωB97M-V functional and the def2-TZVPD basis.

Each line ends with the Mulliken spin population.
CARTESIAN COORDINATES (ANGSTROEM)
C -0.449 -0.980 2.106  0.0286
N 0.400 -0.191 1.263  0.7549
C 1.737 -0.630 1.151  -0.1073
N 2.112 -0.967 0.001  0.2359
H -0.919 -1.765 1.476  0.0688
H -1.259 -0.448 2.630  0.0351
H 0.158 -1.365 2.930  -0.0009
H 0.048 0.312 0.444  -0.0262
H 2.287 -0.836 2.079  0.0075
H 3.104 -1.116 -0.172  -0.0004
H 0.775 0.906 -2.493  -0.0001
H -0.429 1.787 -2.485  0.0000
O 0.368 1.622 -2.966  0.0002
H -3.527 3.262 -0.606  0.0000
H -2.710 3.808 0.502  0.0000
O -2.709 3.107 -0.156  0.0000
H -0.660 -3.151 -1.269  -0.0010
H 0.448 -2.229 -0.678  -0.0024
O -0.481 -2.453 -0.653  0.0072

As for the energy above the lowest of the compared OMol25 structures with the same formula, charge and spin: 199.06 kJ/mol. The calculation puts the HOMO-LUMO gap (alpha / beta) at 10.04 / 5.50 eV. As for the spin multiplicity: 2. As for the HOMO energy (alpha / beta): -0.5214 / -0.5214 Ha. The expectation value of S² is 0.77. The net charge is +1.

Record 3
Here is 4 unconnected molecules or ions with the total composition C2H12N2O4 from the Open Molecules 2025 dataset. Energies are from the ωB97M-V functional and the def2-TZVPD basis.

Each line ends with the Löwdin charge.
CARTESIAN COORDINATES (ANGSTROEM)
C 1.582 0.395 1.552  -0.0890
N 0.723 1.160 0.691  -0.0036
C -0.621 1.215 0.936  -0.6446
N -1.272 2.187 0.228  0.1563
O -1.193 0.474 1.713  0.0437
H 1.184 -0.604 1.684  0.0765
H 1.785 0.849 2.532  0.0917
H 2.576 0.303 1.112  0.0813
H 1.140 1.897 0.148  0.1306
H -0.792 2.807 -0.396  0.0932
H -2.278 2.241 0.302  0.1098
H -0.511 -2.906 0.936  0.0484
H -0.712 -1.496 0.242  0.0132
O -0.985 -2.419 0.257  -0.0510
H -0.784 -2.539 -1.902  0.0181
H -1.307 -1.405 -2.848  0.0420
O -0.522 -1.851 -2.525  -0.0555
H 2.104 -0.299 -0.998  -0.0031
H 1.455 -0.646 -2.336  0.0070
O 2.165 -0.122 -1.944  -0.0650

As for the energy above the lowest of the compared OMol25 structures with the same formula, charge and spin: 54.80 kJ/mol. The calculation puts the HOMO-LUMO gap at 10.50 eV. As for the HOMO energy: -0.3654 Ha. The net charge is 0. Its SMILES is CNC(N)=O.O.O.O.

Record 4
Here is 3 unconnected molecules or ions with the total composition C2H12N3O2 in a non-equilibrium geometry from the Open Molecules 2025 dataset. Energies are from the ωB97M-V functional and the def2-TZVPD basis.

Each line ends with the Mulliken spin population.
CARTESIAN COORDINATES (ANGSTROEM)
C -1.217 0.833 0.175  0.1732
N -0.099 1.548 0.694  -0.9081
C 0.900 0.815 1.225  3.6498
N 1.517 1.244 2.337  0.2106
N 1.107 -0.426 0.869  -0.7812
H -1.246 0.779 -0.894  0.0927
H -1.119 -0.240 0.460  -0.0431
H -2.180 1.168 0.512  0.0564
H -0.239 2.462 1.205  -0.2611
H 1.356 2.252 2.660  -0.4130
H 2.424 0.821 2.586  -0.4906
H 1.737 -0.927 1.560  -0.4014
H 0.604 -0.972 0.276  0.0902
H -0.453 -0.985 -4.143  -0.0099
H -1.650 -0.105 -3.763  0.0024
O -0.973 -0.670 -3.435  0.0143
H -0.125 -2.104 -1.410  0.0141
H -0.050 -3.223 -0.443  -0.0244
O -0.294 -2.268 -0.472  0.0289

As for the energy above the lowest of the compared OMol25 structures with the same formula, charge and spin: 46.53 kJ/mol. The calculation puts the HOMO-LUMO gap (alpha / beta) at 2.88 / 10.14 eV. As for the spin multiplicity: 2. As for the HOMO energy (alpha / beta): -0.0962 / -0.3667 Ha. The expectation value of S² is 0.75. The net charge is 0.

Record 5
Here is 3 unconnected molecules or ions with the total composition C2H12N5 in a non-equilibrium geometry from the Open Molecules 2025 dataset. Energies are from the ωB97M-V functional and the def2-TZVPD basis.

Each line ends with the Mulliken spin population.
CARTESIAN COORDINATES (ANGSTROEM)
C 2.928 -0.403 -0.089  -0.0033
C -1.157 0.934 0.275  0.6832
N 2.221 0.378 0.696  0.0044
N 4.197 -0.663 -0.206  0.0009
N -2.385 1.285 -0.119  0.5590
N -0.014 1.213 -0.372  0.8191
N -3.498 -1.358 0.010  0.0101
H 2.169 -0.993 -0.698  0.0026
H -1.223 0.302 1.104  0.0328
H -4.126 -1.761 -0.654  0.0002
H 2.636 1.043 1.282  0.0009
H 4.996 -0.261 0.376  0.0002
H 4.596 -1.404 -0.742  -0.0005
H -3.128 0.599 0.116  -0.0151
H -2.574 1.901 -0.899  -0.0264
H -0.365 1.871 -1.130  -0.0376
H 1.181 0.791 0.167  -0.0275
H -2.626 -1.848 -0.079  -0.0036
H -3.829 -1.627 0.963  0.0004

As for the energy above the lowest of the compared OMol25 structures with the same formula, charge and spin: 0.00 kJ/mol. The calculation puts the HOMO-LUMO gap (alpha / beta) at 6.15 / 7.79 eV. As for the spin multiplicity: 3. As for the HOMO energy (alpha / beta): -0.3142 / -0.5070 Ha. The expectation value of S² is 2.01. The net charge is +1.

Record 6
Here is 3 unconnected molecules or ions with the total composition C2H12NO2 in a non-equilibrium geometry from the Open Molecules 2025 dataset. Energies are from the ωB97M-V functional and the def2-TZVPD basis.

Each line ends with the Mulliken spin population.
CARTESIAN COORDINATES (ANGSTROEM)
C 0.332 -0.923 1.639  0.0077
N 1.053 -1.138 0.238  0.0752
C 0.219 -1.654 -0.817  0.0661
H 1.128 -0.726 2.433  -0.0012
H -0.185 -1.852 1.786  0.0045
H -0.411 -0.203 1.453  0.0017
H 1.134 -0.129 -0.059  0.0025
H 2.022 -1.505 0.265  -0.0006
H 0.722 -2.636 -1.067  0.0309
H -0.868 -1.611 -0.589  0.0082
H 0.255 -1.082 -1.783  0.0588
H -2.575 2.505 0.578  -0.0001
H -2.631 2.762 -0.928  0.0003
O -2.020 2.606 -0.181  0.0000
H -0.142 1.795 -0.780  -0.0181
H 1.263 2.287 -1.139  -0.0171
O 0.703 1.503 -1.052  0.7813

As for the energy above the lowest of the compared OMol25 structures with the same formula, charge and spin: 146.25 kJ/mol. The calculation puts the HOMO-LUMO gap (alpha / beta) at 11.55 / 2.94 eV. As for the spin multiplicity: 2. As for the HOMO energy (alpha / beta): -0.7161 / -0.7161 Ha. The expectation value of S² is 0.76. The net charge is +2.

Record 7
Here is 3 unconnected molecules or ions with the total composition C2H12NO2S2 in a non-equilibrium geometry from the Open Molecules 2025 dataset. Energies are from the ωB97M-V functional and the def2-TZVPD basis.

Each line ends with the Löwdin charge.
CARTESIAN COORDINATES (ANGSTROEM)
N 1.254 -0.077 0.462  0.1498
C 0.466 -1.412 0.536  -0.1720
C -0.670 -1.164 -0.466  -0.5646
S -1.967 -2.437 -0.093  0.4315
S -3.676 -1.477 -0.440  0.3336
H 1.053 0.637 1.183  0.1096
H 0.020 2.190 -2.420  0.0645
H 2.247 -0.294 0.496  0.1559
H -0.077 -1.238 1.476  0.1209
H 1.090 -2.268 0.278  0.1378
H -1.152 -0.196 -0.340  0.0534
H -0.388 -1.200 -1.539  0.0824
H -4.155 -0.944 0.706  -0.1707
H 1.021 2.655 2.268  0.0828
H 2.481 2.539 2.023  0.0771
O 1.642 2.292 1.612  -0.0417
H -0.167 0.838 -3.048  0.0641
H 1.089 0.294 -0.512  0.1375
O -0.110 1.262 -2.182  -0.0516

As for the energy above the lowest of the compared OMol25 structures with the same formula, charge and spin: 73.34 kJ/mol. The calculation puts the HOMO-LUMO gap at 9.15 eV. As for the HOMO energy: -0.4547 Ha. The net charge is +1.

Record 8
Here is 4 unconnected molecules or ions with the total composition C2H12NO3 in a non-equilibrium geometry from the Open Molecules 2025 dataset. Energies are from the ωB97M-V functional and the def2-TZVPD basis.

Each line ends with the Löwdin charge.
CARTESIAN COORDINATES (ANGSTROEM)
C 0.288 0.099 -0.503  0.0208
C -0.554 2.389 0.056  0.1621
N -0.460 1.379 -0.696  0.0180
H -0.584 -0.514 -0.291  0.0984
H 1.102 0.217 0.197  0.0921
H 0.791 -0.136 -1.433  0.0722
H -0.072 2.434 1.049  0.0865
H -1.262 3.185 -0.153  0.1261
H -1.034 1.343 -1.526  0.1699
H 1.760 1.953 2.892  0.0751
H 0.595 0.904 2.556  0.0632
O 1.073 1.690 2.274  -0.0554
H 1.690 -1.893 -3.161  0.0533
H 0.777 -2.982 -2.471  0.0504
O 0.991 -2.047 -2.518  -0.0550
H -1.431 -2.415 2.048  0.0407
H -0.928 -3.206 0.880  0.0405
O -1.625 -2.583 1.115  -0.0590

As for the energy above the lowest of the compared OMol25 structures with the same formula, charge and spin: 157.83 kJ/mol. The calculation puts the HOMO-LUMO gap at 10.51 eV. As for the HOMO energy: -0.5415 Ha. The net charge is +1.

Record 9
Here is 4 unconnected molecules or ions with the total composition C2H12NO3 in a non-equilibrium geometry from the Open Molecules 2025 dataset. Energies are from the ωB97M-V functional and the def2-TZVPD basis.

Each line ends with the Löwdin charge.
CARTESIAN COORDINATES (ANGSTROEM)
C 0.109 -0.344 2.298  0.0110
C 2.275 -0.153 1.169  0.1618
N 1.098 -0.625 1.251  -0.0238
H 0.236 0.708 2.534  0.1058
H -0.836 -0.788 1.992  0.1050
H 0.331 -0.971 3.163  0.1106
H 2.474 0.721 1.790  0.1231
H 3.014 -0.554 0.497  0.1217
H 0.827 -1.221 0.412  0.1096
H -1.620 0.838 -2.799  0.0126
H -2.686 -0.335 -2.780  0.0646
O -1.781 -0.068 -2.603  -0.0317
H -0.182 2.672 -1.828  0.0379
H -1.000 2.928 -0.525  0.0418
O -1.001 2.493 -1.379  -0.0359
H -0.075 -2.444 -1.182  0.0830
H -0.933 -1.239 -1.284  0.0284
O -0.249 -1.617 -0.727  -0.0255

As for the energy above the lowest of the compared OMol25 structures with the same formula, charge and spin: 126.01 kJ/mol. The calculation puts the HOMO-LUMO gap at 10.15 eV. As for the HOMO energy: -0.5396 Ha. The net charge is +1.

Record 10
Here is 4 unconnected molecules or ions with the total composition C2H12O3S in a non-equilibrium geometry from the Open Molecules 2025 dataset. Energies are from the ωB97M-V functional and the def2-TZVPD basis.

Each line ends with the Löwdin charge.
CARTESIAN COORDINATES (ANGSTROEM)
C 1.001 0.399 -2.071  -0.3381
S -0.482 1.049 -1.143  0.7617
C 0.144 1.735 0.414  -0.4012
H 1.003 -0.665 -1.924  0.0012
H 1.896 0.871 -1.700  0.0369
H 0.772 0.698 -3.088  0.0225
H 1.183 1.490 0.561  0.0194
H -0.049 2.809 0.433  0.0308
H -0.428 1.379 1.270  0.0284
H 1.865 -1.397 2.217  0.0373
H 1.457 -0.089 1.647  0.0120
O 2.277 -0.572 1.918  -0.0739
H -2.354 -0.711 1.025  0.0173
H -1.640 -1.828 1.754  0.0085
O -2.134 -1.026 1.909  -0.0677
H -0.824 -1.272 -1.029  -0.0382
H -0.116 -2.739 -0.698  0.0462
O -0.457 -1.899 -0.388  -0.1033

As for the energy above the lowest of the compared OMol25 structures with the same formula, charge and spin: 83.09 kJ/mol. The calculation puts the HOMO-LUMO gap at 9.39 eV. As for the HOMO energy: -0.3290 Ha. The net charge is 0. Its SMILES is CSC.O.O.O.

Record 11
Here is 4 unconnected molecules or ions with the total composition C2H12O3S2 from the Open Molecules 2025 dataset. Energies are from the ωB97M-V functional and the def2-TZVPD basis.

Each line ends with the Löwdin charge.
CARTESIAN COORDINATES (ANGSTROEM)
C -1.900 0.869 -0.308  -0.1736
C -2.349 0.152 0.957  -0.6444
S -1.434 0.539 2.463  0.4422
S 0.406 -0.415 2.090  0.3498
H -0.813 0.959 -0.417  0.0335
H -2.217 1.914 -0.253  0.0798
H -2.260 0.371 -1.203  0.0764
H -2.475 -0.922 0.873  0.0640
H -3.347 0.507 1.189  0.0569
H 0.664 0.340 1.013  -0.2359
H 2.874 -2.162 0.306  0.0524
H 2.031 -1.343 -0.652  -0.0147
O 2.937 -1.418 -0.307  -0.0788
H 2.774 0.553 -0.352  0.0143
H 2.539 2.050 -0.610  0.0478
O 2.081 1.228 -0.410  -0.0832
H 0.406 -0.704 -2.100  0.0623
H -0.244 -1.074 -0.796  0.0019
O 0.327 -1.443 -1.484  -0.0508

As for the energy above the lowest of the compared OMol25 structures with the same formula, charge and spin: 23.76 kJ/mol. The calculation puts the HOMO-LUMO gap at 9.24 eV. As for the HOMO energy: -0.3215 Ha. The net charge is 0. Its SMILES is CCSS.O.O.O.

Record 12
Here is 4 unconnected molecules or ions with the total composition C2H12O4 in a non-equilibrium geometry from the Open Molecules 2025 dataset. Energies are from the ωB97M-V functional and the def2-TZVPD basis.

Each line ends with the Löwdin charge.
CARTESIAN COORDINATES (ANGSTROEM)
C -1.549 0.494 0.123  -0.4239
O -0.666 -0.565 0.151  -0.0792
C -2.799 0.101 -0.434  -0.1077
H -1.049 1.276 -0.398  0.0999
H -1.705 0.978 1.160  0.1433
H 0.230 -0.303 0.479  0.0690
H -2.758 -0.099 -1.579  0.1162
H -3.523 0.829 -0.318  0.0469
H -2.982 -0.901 0.073  0.1139
H 1.135 -0.619 -1.429  0.0012
H 1.096 -1.325 -2.844  0.0299
O 1.568 -0.710 -2.292  -0.0645
H 2.391 1.833 -0.090  0.0751
H 3.254 0.695 -0.712  0.0564
O 2.602 0.865 -0.002  -0.0728
H 1.619 -0.981 3.514  0.0742
H 1.864 -0.585 2.014  -0.0419
O 1.272 -0.982 2.584  -0.0360

As for the energy above the lowest of the compared OMol25 structures with the same formula, charge and spin: 121.31 kJ/mol. The calculation puts the HOMO-LUMO gap at 10.32 eV. As for the HOMO energy: -0.3610 Ha. The net charge is 0. Its SMILES is CCO.O.O.O.